(1)
A cluster of 2 separate species, C3H9NO3 in total. Source: the OMol25 dataset; level of theory: ωB97M-V with the def2-TZVPD basis set.

Values from the calculation:
- Electronic energy: -10889.186 eV
- LUMO energy: 0.82 eV
- Max |F|: 0.016 hartree/bohr
- Kohn-Sham gap: 9.74 eV
- SMILES: CNCC(=O)O.O
- Relative energy (zero: lowest compared OMol25 entry of this formula, charge and spin): 1.395 eV
- 2S+1: 1

Last column: natural (NBO) charge in e.
Positions of all 16 atoms, in Å:
C: 1.019 0.278 -0.003  -0.41
N: 0.816 -1.051 0.547  -0.62
C: 0.037 -1.913 -0.291  -0.34
C: -1.461 -1.787 -0.005  0.79
O: -1.958 -0.983 0.721  -0.55
O: -2.173 -2.682 -0.752  -0.73
H: 1.892 0.793 0.389  0.21
H: 1.220 0.216 -1.085  0.16
H: 0.106 0.841 0.159  0.21
H: 1.676 -1.500 0.820  0.36
H: 0.136 -1.714 -1.370  0.20
H: 0.269 -2.974 -0.181  0.22
H: -2.847 -3.145 -0.245  0.50
O: 0.313 4.890 0.214  -0.93
H: 1.089 5.452 0.105  0.47
H: -0.134 5.278 0.977  0.47

(2)
A cluster of 2 separate species, C3H9NO3 in total. Source: the OMol25 dataset; level of theory: ωB97M-V with the def2-TZVPD basis set.

Values from the calculation:
- Electronic energy: -10889.824 eV
- LUMO energy: 0.59 eV
- Max |F|: 0.007 hartree/bohr
- Kohn-Sham gap: 10.58 eV
- SMILES: CC(=O)O.NCO
- Relative energy (zero: lowest compared OMol25 entry of this formula, charge and spin): 0.758 eV
- 2S+1: 1

Last column: natural (NBO) charge in e.
Positions of all 16 atoms, in Å:
C: 0.245 -1.706 -0.955  -0.73
C: 0.264 -2.463 0.336  0.79
O: 0.300 -3.651 0.462  -0.58
O: 0.191 -1.628 1.398  -0.71
H: 1.102 -1.037 -1.014  0.24
H: -0.646 -1.079 -1.005  0.25
H: 0.276 -2.381 -1.800  0.24
H: 0.164 -2.172 2.198  0.50
N: -0.613 2.649 -0.875  -0.83
C: 0.182 2.052 0.148  0.09
O: -0.621 1.249 1.020  -0.75
H: -1.151 1.935 -1.349  0.36
H: -1.276 3.301 -0.478  0.36
H: 0.950 1.433 -0.321  0.14
H: 0.677 2.843 0.721  0.15
H: -0.044 0.655 1.514  0.48